A 2-piece molecular cluster, C5H4INO overall, computed with ωB97M-V with the def2-TZVPD basis set.

XYZ file:
```
12
Properties=species:S:1:pos:R:3:forces:R:3
C 0.943709 1.427271 0.683572 -0.4160 2.1503 -0.3569
C -0.641635 -0.722554 1.394408 -0.0381 -1.0659 -0.0532
C -1.253385 -1.258576 0.390307 -2.3146 -0.1023 -1.4808
C 0.164277 0.380254 -1.349061 0.1445 1.0772 0.7296
C 1.108136 0.618324 -0.422658 1.1810 -2.7247 -2.8939
N 0.588104 2.362768 1.247497 0.2297 0.3399 0.8551
O 0.017522 -0.190791 2.164132 0.3921 -0.0098 1.3856
I 2.939860 -0.487134 -0.675171 -0.5338 0.5203 0.3166
H -1.835020 -0.476696 -0.180211 0.5332 -1.3040 0.6847
H -1.442793 -2.325349 0.185711 0.3225 0.8539 0.4528
H 0.190735 -0.199363 -2.273295 0.5870 -0.0203 0.5757
H -0.779505 0.871842 -1.165227 -0.0875 0.2851 -0.2153
```
Positions in Å, forces in eV/Å.

The structure (SMILES) is C=C(I)C#N.C=C=O. The gap between HOMO and LUMO is 9.0 eV. The value obtained for the HOMO energy is -0.3347 Ha. The calculation puts the energy above the lowest of the compared OMol25 structures with the same formula, charge and spin at 46.8 kcal per mole.

---

One molecule with the formula C4H9NOS, computed with ωB97M-V with the def2-TZVPD basis set.

XYZ file:
```
16
Properties=species:S:1:pos:R:3:forces:R:3
C -0.939888 -0.356988 -1.097166 1.8379 -3.3989 -0.6331
C 0.531781 -0.169874 -0.672614 2.5520 -0.5179 0.0511
C -1.777437 -1.073096 -0.012605 3.0871 3.5634 0.3495
C 2.120458 0.867323 0.966255 0.0691 0.6573 -1.2083
N 0.753700 0.602358 0.477830 -0.1467 1.6836 1.8464
O -2.566977 1.310398 0.905661 -1.2605 2.0039 -1.1668
S -1.759999 0.192893 1.333876 0.7238 -2.9784 1.7750
H -1.487790 0.529148 -1.117644 -0.2570 1.9661 -1.5079
H -0.874903 -1.049474 -2.043094 -0.6154 1.7868 1.3737
H 1.219033 -1.093926 -0.553385 -1.5394 0.2934 -0.4493
H 1.175912 0.376461 -1.397557 -0.7005 -0.1457 -0.5810
H -2.718831 -1.161507 -0.383044 -2.8293 -1.0062 -0.6145
H -1.197820 -1.853516 0.326693 0.4187 -2.3847 0.9765
H 2.823621 0.026382 0.830544 0.0424 0.2313 -0.9931
H 2.420984 1.883164 0.365444 -0.2364 -2.4606 1.6224
H 2.278158 0.970256 2.070806 -1.1457 0.7066 -0.8406
```
Positions in Å, forces in eV/Å.

The gap between HOMO and LUMO (alpha / beta) is 7.4 / 9.1 eV. The value obtained for the HOMO energy (alpha / beta) is -0.2775 / -0.3343 Ha. The calculation puts the energy above the lowest of the compared OMol25 structures with the same formula, charge and spin at 125.1 kcal per mole.

---

One molecule with the formula C3H7NO2, computed with ωB97M-V with the def2-TZVPD basis set.

XYZ file:
```
13
Properties=species:S:1:pos:R:3:forces:R:3
O -1.536130 -0.995916 -1.121643 -0.2717 0.3301 -0.0121
C -0.442396 -0.675448 -0.714251 0.7695 -0.7096 -0.1921
N -0.162924 0.578569 -0.234091 -0.9967 0.4911 0.1360
C 0.761637 0.845712 0.865686 0.1278 -0.8089 -0.4026
O 0.321449 1.708908 1.881582 -0.7029 0.3384 -0.4074
C 0.755401 -1.609632 -0.925007 -0.7187 0.6054 -0.4771
H -0.956880 1.183129 -0.411101 0.1513 0.2362 0.3841
H 1.681228 1.232495 0.431602 0.2807 0.0325 0.2884
H 0.889256 -0.124259 1.347123 0.6500 0.0133 -0.0734
H -0.519125 2.109112 1.624219 0.1776 -0.0241 0.1374
H 0.455564 -2.133766 -1.828087 0.1939 -0.3232 0.0154
H 0.895482 -2.330500 -0.132060 0.1486 -0.0221 0.2580
H 1.643264 -1.026012 -1.160754 0.1904 -0.1591 0.3454
```
Positions in Å, forces in eV/Å.

The structure (SMILES) is CC(=O)NCO. The gap between HOMO and LUMO is 10.5 eV. The value obtained for the HOMO energy is -0.3594 Ha. The calculation puts the energy above the lowest of the compared OMol25 structures with the same formula, charge and spin at 29.9 kcal per mole.

---

C10H30BaNO8 as an isolated structure, computed with ωB97M-V with the def2-TZVPD basis set.

XYZ file:
```
50
Properties=species:S:1:pos:R:3:forces:R:3
Ba -24.818309 27.447171 3.236667 0.6646 1.3479 0.2783
N -23.628853 31.052633 3.305973 -0.2450 0.1317 1.2382
O -24.757211 31.536536 3.405944 -0.1284 -0.2226 -0.4416
O -23.496576 29.776075 3.518811 -0.2813 -0.9825 -0.3326
O -22.628126 31.719260 3.140602 0.1602 -0.0890 -0.4478
C -27.385235 29.119102 -0.313841 0.0816 -0.1851 -0.3296
C -27.389473 27.966881 0.661560 -0.1044 -0.0173 -0.1099
O -27.051590 28.403742 2.006069 -0.4529 -0.2873 -0.4828
H -28.135828 29.872898 -0.079948 0.0762 0.0565 0.1657
H -27.611013 28.760892 -1.322158 -0.0049 -0.0762 0.0912
H -26.393365 29.563912 -0.347113 -0.0589 0.2052 0.0707
H -26.651256 27.221151 0.363411 0.1307 0.0597 0.1328
H -28.359232 27.460490 0.675307 0.0112 0.0575 0.0996
H -27.812913 28.930550 2.279807 0.3058 0.1711 0.3184
C -28.519389 24.631716 4.497324 0.1004 0.1088 -0.3387
C -28.194631 26.086716 4.166131 0.2477 -0.7637 0.4155
O -27.021011 26.547576 4.890289 -0.2416 0.0008 -0.5146
H -28.542168 24.470101 5.574385 -0.0938 -0.0534 0.0004
H -27.794250 23.954099 4.042421 0.1494 0.0653 0.2157
H -29.481143 24.348005 4.065853 -0.0781 0.1364 0.1610
H -29.049789 26.722232 4.395061 0.0902 0.1842 -0.1499
H -27.925884 26.147146 3.112438 -0.1806 0.3211 -0.0217
H -27.248738 26.595944 5.825070 0.1340 0.0038 0.0039
C -21.428412 24.564175 2.400202 0.0348 -0.2504 -0.1165
C -21.822777 25.421926 3.581189 0.1539 -0.3903 -0.3365
O -22.133230 26.749717 3.137216 -0.1708 -0.1106 0.3093
H -22.252506 24.477056 1.689181 0.0412 0.0402 -0.0324
H -21.154479 23.553058 2.705722 -0.0215 0.0395 0.0862
H -20.568102 24.992462 1.884420 -0.0151 0.0153 -0.0166
H -21.036091 25.397381 4.336966 -0.0265 0.3452 0.0431
H -22.721707 25.023544 4.057712 -0.0446 0.1113 0.0089
H -21.321289 27.252886 3.008244 -0.1152 0.1188 0.0044
C -23.840170 26.973823 -1.461123 0.1110 -0.2473 -0.3671
C -23.234005 27.331055 -0.128797 -0.5182 0.2613 0.1713
O -24.085280 28.266295 0.606018 0.3189 -0.7326 -0.2129
H -24.834056 26.550508 -1.314278 -0.1309 0.2191 -0.0742
H -23.267897 26.196053 -1.976413 0.1494 0.1013 0.1846
H -23.871577 27.824979 -2.141193 -0.1976 0.0592 0.0695
H -22.240000 27.766002 -0.214157 0.0903 -0.1097 0.0055
H -23.185377 26.424733 0.477979 0.1715 0.1502 0.1830
H -24.013787 29.124457 0.172513 -0.0277 0.0739 0.2250
C -24.314387 28.112280 7.832350 -0.2854 0.0224 -0.1902
C -23.426554 27.838395 6.631599 -0.3077 0.4869 -0.0387
O -23.904203 26.726644 5.807239 0.2575 0.3967 0.4316
H -25.371555 28.102143 7.552121 0.0567 -0.1475 -0.1048
H -24.143613 29.132742 8.180531 0.2521 -0.1606 0.1874
H -24.164489 27.402073 8.644868 0.0288 0.0587 0.0488
H -22.391905 27.684518 6.939603 -0.0032 -0.2503 -0.1124
H -23.433122 28.729649 5.999379 0.0173 -0.2394 -0.2718
H -23.845529 25.935592 6.354643 -0.1010 -0.0339 -0.1071
```
Positions in Å, forces in eV/Å.

The gap between HOMO and LUMO is 7.7 eV. The value obtained for the HOMO energy is -0.4007 Ha. The calculation puts the energy above the lowest of the compared OMol25 structures with the same formula, charge and spin at 8.0 kcal per mole. Its total charge is +1.

---

One molecule with the formula C5H8N2, computed with ωB97M-V with the def2-TZVPD basis set.

XYZ file:
```
15
Properties=species:S:1:pos:R:3:forces:R:3
C 1.125772 0.669425 -0.734830 -2.3321 -1.3477 0.8082
C -0.321554 0.901172 -0.377629 0.3858 0.4055 1.2734
C 2.142072 -0.334235 -0.999839 0.4801 -1.9773 0.9763
C -1.142835 -1.012866 0.924324 -0.2635 -1.2996 0.2818
C -0.722059 0.459405 1.007409 0.5000 -2.3511 -0.7950
N 2.209215 1.172751 -0.995224 1.6063 1.1743 -0.3970
N -1.031772 1.389399 -1.257989 0.1375 0.8634 -2.5451
H 2.639201 -0.924157 -0.096236 -0.9425 1.3373 -2.1071
H 2.100391 -0.846464 -1.996582 0.3553 0.4589 1.0751
H -1.858314 -1.161325 0.130600 -1.1341 0.2007 0.1907
H -1.504034 -1.443833 1.929525 0.6035 0.6495 -1.6818
H -0.365807 -1.622344 0.480436 0.7143 -0.3040 0.5839
H -1.529248 0.824308 1.619729 0.2190 1.6564 -0.2419
H 0.248138 0.383375 1.419619 0.7166 0.5499 1.9218
H -1.989168 1.545390 -1.053314 -1.0461 -0.0162 0.6567
```
Positions in Å, forces in eV/Å.

The structure (SMILES) is [H]/N=C(\CC)C1=NC1. The gap between HOMO and LUMO is 10.6 eV. The value obtained for the HOMO energy is -0.3574 Ha. The calculation puts the energy above the lowest of the compared OMol25 structures with the same formula, charge and spin at 82.8 kcal per mole.

---

A 2-piece molecular cluster, C6H14N2O2 overall, computed with ωB97M-V with the def2-TZVPD basis set.

XYZ file:
```
24
Properties=species:S:1:pos:R:3:forces:R:3
C 0.013006 -0.569306 2.755148 -0.0880 2.5927 3.2059
C 0.540581 2.371565 0.156639 0.5467 -3.2527 -1.4224
C -0.238108 0.785490 2.135300 1.5020 0.3982 -1.9864
O -1.177468 1.453021 2.346396 -3.4081 1.8225 1.4016
N 0.655840 1.261382 1.149116 1.7899 -2.1225 -0.2255
H 0.443013 -0.504022 3.816144 -0.0918 -0.0710 -1.8444
H 1.399131 0.596507 0.987600 0.2304 0.3055 -0.1322
H -0.499967 2.364998 -0.105823 -0.3878 1.2679 -0.1056
H -0.832220 -1.179596 2.846668 -1.9877 -0.1010 0.2498
H 0.504879 -1.071952 2.054241 3.2569 -2.4154 -2.2566
H 1.089464 3.167716 0.476882 0.0710 3.0116 1.6501
H 1.186112 2.287430 -0.825455 -1.3698 -1.3366 1.5550
C -1.713237 0.071918 -1.908000 -3.0814 -1.1222 -1.7340
C 1.329088 -1.689602 -1.122355 1.6152 -3.5029 2.1414
C -0.066702 -1.610565 -1.614239 -2.1152 1.8717 0.7567
O -0.675645 -2.359080 -2.357856 1.3346 0.1176 0.1452
N -0.734546 -0.480778 -1.090149 0.9812 -3.2386 -0.7434
H -0.281141 0.043819 -0.399609 0.6507 0.9367 0.7619
H -1.250858 0.479363 -2.779906 0.0631 0.7740 -0.8100
H 1.692095 -2.736134 -1.357594 -0.1426 1.1944 -0.2452
H -2.511055 -0.675246 -2.334477 1.7488 0.8878 1.0616
H -2.326497 0.771499 -1.399124 -0.2547 1.0037 0.5253
H 2.078807 -0.975014 -1.473692 -0.5506 0.1053 -0.0035
H 1.375439 -1.803409 0.044152 -0.3125 0.8733 -1.9454
```
Positions in Å, forces in eV/Å.

The structure (SMILES) is CNC(C)=O.CNC(C)=O. The gap between HOMO and LUMO is 10.0 eV. The value obtained for the HOMO energy is -0.3463 Ha. The calculation puts the energy above the lowest of the compared OMol25 structures with the same formula, charge and spin at 65.8 kcal per mole.